This record from OMol25 describes 2 unconnected molecules or ions with the total composition C5H8BNO3 at a distorted geometry. The level of theory is the ωB97M-V functional and the def2-TZVPD basis.

XYZ file:
```
18
Properties=species:S:1:pos:R:3
B 2.00 0.01 0.17
C 0.24 -1.46 -1.25
C 0.48 0.15 0.41
C -0.75 0.09 0.82
C -1.69 -0.47 1.78
C -1.23 1.09 -1.34
N -0.62 1.17 -0.04
O 0.61 -2.51 -1.01
O 2.78 -0.79 0.82
O 2.56 0.77 -0.84
H -2.68 -0.07 1.57
H -1.76 -1.54 1.70
H -1.35 -0.25 2.76
H -1.99 0.18 -1.45
H -0.49 1.16 -2.13
H -1.78 2.06 -1.44
H 3.75 -0.86 0.67
H 1.91 1.29 -1.22
```

For the highest occupied orbital energy, the calculation gives -7.644 eV. The energy above the lowest of the compared OMol25 structures with the same formula, charge and spin comes out at 71.8 kcal per mole. The HOMO-LUMO gap comes out at 8.02 eV. For the LUMO energy, the calculation gives 0.37 eV.

Löwdin population analysis, charges in e, atoms 1 to 5: number 1, B, carries -0.77; number 2, C, carries 0.04; number 3, C, carries 0.00; number 4, C, carries -0.29; number 5, C, carries 0.01

=====

This record from OMol25 describes a single C5H4ClN3O2S molecule at a distorted geometry. The level of theory is the ωB97M-V functional and the def2-TZVPD basis.

XYZ file:
```
16
Properties=species:S:1:pos:R:3
C -1.90 2.24 -1.42
C -1.27 1.52 -0.49
C -0.94 1.06 0.73
C 1.97 -0.41 -0.05
C -1.25 0.48 2.02
N -2.39 2.79 -2.31
N 0.19 1.22 -0.10
N 0.84 0.04 -0.56
O 1.18 -2.02 -2.03
O 3.48 -2.59 -1.24
S 2.19 -1.94 -1.01
Cl 1.28 -2.96 0.43
H -2.11 -0.21 2.19
H -0.52 -0.15 2.45
H -1.41 1.24 2.90
H 0.67 -0.32 -1.53
```

For the highest occupied orbital energy, the calculation gives -9.697 eV. The HOMO-LUMO gap comes out at 8.61 eV. For the LUMO energy, the calculation gives -1.09 eV.

Löwdin population analysis, charges in e, atoms 1 to 5: number 1, C, carries -0.18; number 2, C, carries -0.06; number 3, C, carries -0.14; number 4, C, carries -0.15; number 5, C, carries -0.01